{"formula": "C45H75N3O10", "method": "the ωB97M-V functional and the def2-TZVPD basis", "species": ["N", "C", "C", "C", "C", "C", "H", "H", "H", "H", "H", "N", "C", "C", "C", "C", "C", "H", "H", "H", "H", "H", "N", "C", "C", "C", "C", "C", "H", "H", "H", "H", "H", "C", "C", "O", "C", "H", "H", "H", "H", "H", "H", "C", "C", "O", "C", "H", "H", "H", "H", "H", "H", "C", "C", "O", "C", "H", "H", "H", "H", "H", "H", "C", "C", "O", "C", "H", "H", "H", "H", "H", "H", "C", "C", "O", "C", "H", "H", "H", "H", "H", "H", "C", "C", "O", "C", "H", "H", "H", "H", "H", "H", "C", "C", "O", "C", "H", "H", "H", "H", "H", "H", "C", "C", "O", "C", "H", "H", "H", "H", "H", "H", "C", "C", "O", "C", "H", "H", "H", "H", "H", "H", "C", "C", "O", "C", "H", "H", "H", "H", "H", "H"], "positions_angstrom": [[-2.72397, 0.65628, -1.86116], [-2.51996, -0.48304, -1.13243], [-3.27481, -0.87806, -0.03134], [-4.36491, -0.09403, 0.34701], [-4.64143, 1.05939, -0.40623], [-3.79852, 1.38632, -1.48821], [-1.75638, -1.12015, -1.55365], [-3.06167, -1.78067, 0.52206], [-5.05599, -0.40241, 1.11754], [-5.46021, 1.67906, -0.07155], [-3.97675, 2.23446, -2.13266], [4.51909, 1.19120, -2.71985], [3.24690, 1.27528, -2.31354], [2.24472, 0.40232, -2.68884], [2.55279, -0.69052, -3.51640], [3.91503, -0.77184, -3.94587], [4.82265, 0.15765, -3.51321], [3.01995, 2.10813, -1.66452], [1.24415, 0.57020, -2.31863], [1.79752, -1.36586, -3.89040], [4.22733, -1.61471, -4.54458], [5.84300, 0.06121, -3.85375], [4.93227, 2.21365, -0.31038], [4.58688, 0.89730, -0.36158], [3.45717, 0.40719, 0.23013], [2.54579, 1.33266, 0.83290], [2.82623, 2.68405, 0.75200], [4.03149, 3.08534, 0.12137], [5.35747, 0.25999, -0.76953], [3.20716, -0.64337, 0.24507], [1.60182, 0.90816, 1.14132], [2.17005, 3.41369, 1.20306], [4.32681, 4.11975, 0.21731], [-0.45230, -0.25845, 0.52423], [0.45473, 0.17804, -0.64360], [0.74198, 1.30029, -0.94496], [1.10760, -0.96765, -1.27022], [-0.92175, 0.64313, 0.91775], [0.13226, -0.57596, 1.38770], [-1.21160, -0.97589, 0.21303], [2.19326, -0.88853, -1.21381], [0.87567, -1.12196, -2.32402], [0.98241, -1.92569, -0.76565], [4.13211, -1.98057, -0.82126], [2.96304, -2.96602, -0.93669], [2.02312, -2.77407, -1.70412], [2.90718, -4.10558, 0.02275], [3.95914, -1.04422, -1.35175], [4.96004, -2.46106, -1.34256], [4.38458, -1.81516, 0.22613], [3.21875, -3.62121, 0.94819], [3.58474, -4.88542, -0.32489], [1.89850, -4.51757, 0.05359], [-1.55752, 2.29604, 0.16578], [-1.66210, 3.73785, -0.22013], [-1.00526, 4.58685, 0.38473], [-2.50385, 4.12704, -1.44935], [-2.18213, 1.69320, -0.49342], [-1.90428, 2.19871, 1.19455], [-0.54120, 1.90475, 0.11986], [-3.25122, 3.39943, -1.76576], [-1.91679, 4.19034, -2.36557], [-3.03975, 5.03787, -1.18228], [0.53959, 2.68801, 1.73420], [-0.42015, 3.25313, 2.77022], [-1.36724, 2.62292, 3.15381], [-0.24870, 4.66446, 3.22639], [0.74350, 3.43709, 0.96909], [0.26468, 1.77164, 1.21191], [1.51236, 2.41232, 2.14144], [-0.49675, 4.82526, 4.27555], [-0.86414, 5.25893, 2.55116], [0.77924, 5.02218, 3.16749], [-0.01856, 0.26301, 3.22610], [0.47907, 0.32170, 4.68944], [-0.06649, -0.34409, 5.55546], [1.46725, 1.40737, 5.00287], [-1.05593, -0.06896, 3.18409], [0.47414, -0.47779, 2.59638], [-0.02444, 1.26345, 2.79347], [0.95976, 2.36655, 5.10548], [2.28394, 1.44790, 4.28213], [2.00794, 1.23353, 5.93321], [-0.33358, 1.74368, -2.63561], [-0.93236, 0.55146, -3.37594], [-0.34930, -0.49813, -3.34545], [-2.20795, 0.70117, -4.13856], [0.70804, 1.62168, -2.33855], [-0.91180, 1.86580, -1.71972], [-0.44926, 2.66296, -3.20976], [-2.05164, 1.43189, -4.93211], [-2.96807, 1.10044, -3.46705], [-2.61822, -0.14092, -4.69591], [-2.12351, -2.89257, 0.35194], [-1.29868, -3.83150, -0.48730], [-1.80323, -4.18230, -1.57258], [0.08160, -4.25493, -0.04830], [-1.62093, -1.94273, 0.53443], [-2.31206, -3.33824, 1.32862], [-3.04183, -2.61279, -0.16431], [0.13565, -5.33903, 0.05119], [0.24501, -3.81362, 0.93488], [0.79981, -3.90838, -0.79139], [0.33544, -3.12648, -2.88957], [0.15852, -2.43844, -4.22804], [1.11522, -2.10122, -4.89092], [-1.23423, -2.46463, -4.78129], [-0.06613, -2.52795, -2.07189], [1.40571, -3.25292, -2.72639], [-0.14528, -4.10406, -2.92637], [-1.25030, -1.83599, -5.67160], [-1.95019, -2.01456, -4.09358], [-1.52527, -3.46880, -5.08958], [-2.53771, 1.01693, 2.47164], [-3.66269, 1.94758, 2.30719], [-3.94275, 2.41742, 1.20623], [-4.21486, 2.46712, 3.63973], [-2.01733, 0.83935, 1.53048], [-2.71618, 0.07750, 2.99483], [-1.90710, 1.64257, 3.10330], [-4.75649, 1.78174, 4.29163], [-4.89568, 3.26761, 3.35025], [-3.39725, 2.92352, 4.19769], [0.96421, -2.42097, 2.63894], [-0.48846, -2.64896, 2.74637], [-1.23906, -1.84455, 2.23506], [-1.00000, -3.80969, 3.46783], [1.11855, -2.37654, 1.56083], [1.58696, -3.11687, 3.20107], [1.30419, -1.44391, 2.98232], [-2.08646, -3.75624, 3.53744], [-0.44802, -3.88650, 4.40459], [-0.61519, -4.70181, 2.97372]], "atomic_forces_ev_per_a": [[-2.4, -2.9, 4.4], [-1.4, 1.0, -1.4], [-3.2, 3.7, 0.5], [0.2, 0.4, -2.1], [0.3, -0.9, -0.8], [-1.0, -1.7, 0.1], [0.2, -0.2, 0.1], [-2.0, 4.3, 0.9], [0.2, 0.1, 0.3], [-0.1, 0.0, -0.7], [-0.6, -0.5, 0.1], [-0.2, -0.5, -1.3], [-0.2, 0.3, -1.6], [1.8, 0.2, -2.4], [3.0, 2.6, 0.1], [-2.4, -0.8, 0.5], [0.1, 0.7, 0.0], [-0.2, 0.1, -0.2], [2.7, -1.1, -2.0], [1.4, 0.5, 0.7], [0.1, 0.0, -0.2], [0.3, 0.2, 0.1], [-0.2, 0.0, 0.0], [1.5, 1.2, 2.1], [-1.4, 1.5, 2.0], [2.0, -1.4, -1.4], [1.9, 0.4, -0.8], [0.1, -1.5, 1.5], [-0.1, 0.0, 0.1], [-0.2, 1.2, 0.6], [1.1, 0.0, 0.6], [2.0, 0.2, -1.0], [0.1, 0.2, -0.4], [1.3, 2.1, -1.1], [-0.5, -3.2, 2.2], [1.5, 0.3, 6.2], [-0.1, -0.5, 1.9], [0.6, -1.7, -0.5], [0.0, -0.3, -2.2], [2.1, 1.9, 0.1], [-1.1, 0.7, 0.3], [0.1, 0.1, 1.6], [-1.8, 1.4, 1.1], [0.1, -1.7, -1.1], [0.5, 0.4, -0.6], [8.2, -1.5, 4.9], [0.6, 0.3, -0.1], [0.1, -0.7, -0.1], [0.4, -0.1, 0.1], [0.4, -0.4, -0.3], [0.1, -0.8, 0.5], [0.3, 0.0, 0.4], [1.5, 0.0, 0.4], [-0.8, 1.4, -0.7], [0.9, 0.2, -0.6], [-1.2, -0.2, -0.7], [-0.3, 0.0, 0.5], [0.6, 0.8, 1.4], [0.6, 1.0, -1.7], [-1.5, 1.7, -1.1], [0.6, 0.7, 0.9], [0.5, 0.6, 0.3], [0.3, 0.3, -0.4], [-0.7, 0.7, 1.2], [1.7, 1.4, -1.4], [3.8, 7.5, 3.4], [0.8, 0.4, 0.3], [-1.1, -0.1, 0.5], [0.0, 1.3, 1.3], [-1.2, 0.5, 1.5], [-0.6, -0.3, -0.1], [0.0, 0.2, 0.2], [0.1, -0.1, -0.5], [0.1, 0.4, 1.8], [-1.6, 0.0, -0.5], [0.8, 0.2, -0.6], [1.1, -0.4, 0.6], [1.1, 0.1, 0.8], [0.1, 1.9, 1.4], [0.6, -1.7, 0.6], [0.0, 0.0, -0.3], [-0.3, 0.3, -0.5], [-0.4, -0.2, 0.3], [-2.5, 1.9, -3.2], [-0.2, 1.6, -0.3], [-0.3, -0.2, -0.4], [-0.7, 1.5, -2.2], [-1.9, 1.8, -2.7], [0.2, 0.4, -1.2], [-0.3, 0.1, -0.4], [0.3, 0.3, -0.2], [0.4, 0.0, -1.8], [0.4, -0.4, 0.6], [1.8, -4.6, -1.6], [-2.0, -0.8, -2.3], [1.0, 0.0, 2.5], [-1.9, 0.1, 0.1], [0.0, -2.7, -0.1], [-0.4, 0.0, -0.4], [1.0, -3.9, -1.2], [-0.1, -0.1, -0.2], [0.3, -0.3, -0.5], [-0.9, -0.1, 0.1], [-1.7, -0.9, -3.6], [-1.5, -2.2, 0.0], [-1.3, -1.4, -2.2], [-0.3, 0.7, -0.9], [-0.3, -0.8, -0.8], [-2.5, -1.2, -2.9], [-0.3, 0.2, -0.2], [0.0, 0.0, -0.2], [0.0, -0.7, 0.1], [0.0, -0.1, 0.3], [-4.7, -4.3, -1.4], [0.2, -0.9, 0.6], [-0.5, 1.5, 2.4], [-0.8, 1.0, -1.0], [-1.6, -0.8, 1.7], [-0.9, 0.0, -0.1], [-1.6, -3.7, -0.2], [0.2, -0.4, -0.3], [-0.2, 0.1, 0.3], [-0.1, -0.2, 0.0], [1.6, -0.4, 0.1], [-0.6, 1.4, 0.7], [0.0, -0.6, 2.5], [0.5, -0.8, 0.3], [0.8, -0.3, 0.1], [-0.1, -0.5, -0.6], [0.0, -0.9, 0.3], [0.2, -0.3, 0.3], [-0.5, 0.2, 0.5], [-0.4, -0.3, -0.4]], "total_charge": 0, "lumo_ev": 0.16, "de_lowest_kj_mol": 3119.7, "orbital_gap_ev": 8.34, "fmax_ev_per_a": 9.71}